Here is a structure of composition C19H17N5PtS2 from the OMol25 dataset. Energies are from wB97M-V/def2-TZVPD.

Calculated values
* total energy: -1923.76765 Eh
* relative energy (zero: lowest compared OMol25 entry of this formula, charge and spin): 18.8 kJ/mol
* charge: 0

```
44
C19H17N5PtS2 (wB97M-V/def2-TZVPD)
Pt 0.46410 0.94580 -0.20683
S -0.58375 2.92919 3.79952
C -0.39747 1.23505 3.87287
C -0.13212 0.70074 2.65255
C -0.07246 1.67122 1.58861
C -0.30547 2.93033 2.08481
C -0.29192 4.20114 1.34896
C -0.07252 5.42887 1.98215
C -0.04337 6.58277 1.22418
C -0.22593 6.49894 -0.14921
C -0.44647 5.24662 -0.69409
N -0.48745 4.12807 0.02601
H -0.48908 0.71930 4.81600
H 0.03861 -0.35609 2.50096
H 0.09283 5.46977 3.05058
H 0.13059 7.53994 1.69919
H -0.20383 7.37679 -0.77945
H -0.60619 5.12590 -1.76025
C 6.52570 1.54980 -0.58909
C 5.03288 1.60500 -0.47131
C 4.40411 2.61856 0.26022
C 3.03359 2.55608 0.37933
N 2.36583 1.56992 -0.20578
C 3.02615 0.65086 -0.95666
S 1.92046 -0.43458 -1.73825
N 4.34976 0.63850 -1.08046
H 6.96527 2.54597 -0.56021
H 6.80490 1.04484 -1.51049
H 6.93425 0.97651 0.24600
H 4.96864 3.41085 0.72867
H 2.44752 3.27446 0.93841
N -2.51926 2.02793 -0.53966
C -2.54174 0.68857 -0.35576
C -3.76212 -0.01294 -0.26437
C -3.75580 -1.37338 -0.12948
C -2.53595 -2.05987 -0.10208
C -1.38790 -1.32269 -0.20139
N -1.37810 0.02300 -0.31752
H -3.36936 2.51845 -0.31868
H -1.66231 2.55079 -0.34810
H -4.68767 0.54542 -0.30319
H -4.69096 -1.91274 -0.05218
H -2.48432 -3.13392 -0.00983
H -0.40887 -1.78272 -0.20031
```